# 1
115
Properties=species:S:1:pos:R:3:forces:R:3:lowdin_charge:R:1 method="wB97M-V/def2-TZVPD" homo_energy_ev=-10.5535 gap_ev=7.935 total_charge=+1 total_energy_ev=-116186.087
Cd -12.79666 11.19632 15.52524 0.148 0.131 -0.339 1.186
O -8.38533 11.54102 12.16930 0.050 0.108 0.576 -0.454
S -9.42547 11.08586 13.13092 -0.345 -0.008 0.190 0.928
C -8.54403 10.24794 14.49529 -3.170 -0.743 0.770 -0.366
C -7.28854 10.67854 14.67477 2.470 0.136 0.978 -0.098
C -6.47099 9.97775 15.58683 -0.870 -0.648 -0.376 -0.029
C -6.93732 8.76656 16.13250 0.046 0.648 -0.614 -0.060
C -8.25486 8.33687 15.96682 -1.643 1.221 0.030 -0.059
C -9.18167 9.26614 15.38112 2.843 0.008 -1.694 -0.340
P -10.91743 9.25743 15.81367 -0.688 -0.801 -1.101 0.985
C -11.58248 7.75752 15.02933 -2.691 -1.643 -0.546 -0.326
C -10.96564 6.75032 14.20500 -0.204 2.736 1.526 -0.061
C -11.71180 5.67786 13.76337 0.278 0.090 -0.162 -0.094
C -13.02627 5.49676 14.06755 -1.061 2.263 0.570 -0.053
C -13.71602 6.51666 14.78096 -1.275 -1.276 0.659 -0.071
C -13.04215 7.60297 15.26622 3.168 0.200 0.051 -0.135
C -10.81173 8.92324 17.58162 -0.898 -1.671 0.727 -0.435
C -10.34954 9.91747 18.38545 0.860 1.344 2.473 -0.116
C -10.09933 9.68655 19.79394 0.805 -0.075 -1.196 -0.041
C -10.30508 8.42295 20.35141 -0.474 0.282 -0.229 -0.088
C -10.87641 7.44715 19.56735 -1.453 -0.424 -2.665 -0.067
C -11.19420 7.70886 18.20380 0.807 0.541 0.650 -0.060
C -10.13234 9.67871 12.24778 2.516 -1.354 1.569 -0.417
C -9.34011 8.55403 12.00062 1.371 -0.981 -1.181 -0.081
C -9.74435 7.59183 11.04868 -0.912 1.135 1.407 -0.058
C -10.89028 7.89932 10.29533 0.484 0.143 0.072 -0.055
C -11.60687 9.08900 10.46556 1.100 -0.582 2.375 -0.016
C -11.32745 9.84353 11.67137 -1.791 -0.281 -2.774 -0.376
P -12.46503 11.06121 12.39183 1.285 0.078 0.186 0.998
C -11.80925 12.49910 11.58104 0.343 3.823 1.008 -0.424
C -11.01781 12.63289 10.45347 1.405 0.353 -0.370 -0.071
C -10.28686 13.83661 10.16833 -0.772 -0.702 -0.697 -0.056
C -10.44895 14.96413 10.95210 -0.175 0.575 -0.743 -0.092
C -11.41427 14.94368 11.95394 -1.046 0.130 1.093 -0.091
C -12.03435 13.73845 12.30819 0.411 -0.402 -1.230 -0.104
C -13.91310 10.72023 11.50981 -2.771 -0.339 -1.492 -0.421
C -14.51796 11.55996 10.52719 2.189 1.358 2.058 -0.071
C -15.76392 11.32688 10.07882 -0.681 -1.457 -0.555 -0.081
C -16.33510 10.08602 10.37688 -1.396 -0.466 0.366 -0.065
C -15.87210 9.23613 11.38656 1.558 1.725 -1.209 -0.060
C -14.61958 9.59495 11.91674 0.162 -1.853 1.069 -0.111
H -6.87565 11.58926 14.21415 -0.413 -0.760 -0.288 0.129
H -5.47364 10.36679 15.70161 0.215 -0.265 0.495 0.108
H -6.34455 8.15113 16.76296 0.844 -0.340 0.195 0.098
H -8.62557 7.35058 16.34889 0.421 1.236 0.071 0.134
H -9.94692 6.93951 13.86588 -0.194 -0.411 0.240 0.088
H -11.28242 4.98803 13.08949 0.706 -0.715 -0.522 0.100
H -13.56484 4.71899 13.60140 -0.529 -0.951 -0.122 0.097
H -14.80035 6.41182 15.10043 1.381 0.103 -0.738 0.125
H -13.53127 8.30308 15.93744 -0.293 0.080 -0.303 0.047
H -10.22504 10.92853 17.96374 0.321 -0.455 0.345 0.095
H -9.52996 10.40505 20.39897 -0.731 0.087 -0.403 0.110
H -10.17236 8.16679 21.39368 0.468 0.441 0.076 0.109
H -11.19547 6.45278 19.87854 0.302 0.350 0.535 0.111
H -11.77497 7.01204 17.62677 0.185 -0.532 -0.105 0.094
H -8.32371 8.41269 12.43126 -0.950 0.369 0.042 0.136
H -9.28932 6.59797 10.98810 0.109 0.606 -0.185 0.116
H -11.16789 7.13160 9.59793 -0.343 0.210 -0.678 0.103
H -12.33836 9.42822 9.77223 -0.886 -0.156 -0.141 0.105
H -10.82779 11.77625 9.81020 -0.048 0.083 0.084 0.111
H -9.71026 13.93801 9.21897 -0.306 -0.449 1.059 0.123
H -9.94919 15.90962 10.66110 -0.302 -0.751 0.352 0.118
H -11.77298 15.89264 12.45170 0.761 -1.176 -0.487 0.113
H -12.78144 13.73086 13.08706 -0.024 0.032 0.338 0.072
H -14.01008 12.50927 10.29818 -0.230 -0.508 -0.043 0.113
H -16.27702 12.03626 9.45803 -0.058 0.015 -0.418 0.109
H -17.21674 9.78581 9.81667 -0.187 0.182 0.294 0.107
H -16.39330 8.35187 11.67991 -0.110 -0.433 0.002 0.093
H -14.12493 8.85076 12.62590 -0.726 1.216 -0.595 0.120
C -12.72531 16.33434 15.56929 2.511 0.979 -0.190 -0.056
N -13.45937 15.41383 16.34708 -1.191 -0.211 0.713 -0.131
C -14.64789 15.77324 17.01164 0.685 0.156 -0.366 -0.003
C -14.89395 14.77437 17.85395 -0.519 -1.348 0.766 -0.012
N -13.86833 13.77904 17.70973 -1.225 1.644 -0.203 0.011
C -13.00259 14.20678 16.76232 -0.829 0.645 0.385 -0.762
S -11.59601 13.45545 16.30713 1.169 -0.564 -0.804 0.607
C -13.86868 12.59433 18.46549 -0.833 -0.798 0.034 -0.280
C -14.61659 12.61909 19.63925 0.211 0.069 0.692 0.005
C -14.63891 11.44734 20.39717 -0.066 -0.381 0.981 -0.037
C -14.14961 10.23638 19.88766 0.331 0.727 -1.025 -0.028
C -13.64332 10.29152 18.57667 -0.237 1.109 0.146 -0.106
N -13.37566 11.47409 17.93138 -1.238 -1.212 0.391 0.048
H -12.30068 17.13202 16.25671 -0.365 -0.839 -0.835 0.125
H -13.34157 16.83949 14.82586 0.054 -0.312 -0.103 0.099
H -11.85067 15.75743 15.13488 -1.098 0.936 0.157 0.066
H -15.18258 16.72841 16.83286 0.592 -1.022 0.084 0.154
H -15.75148 14.59345 18.51001 0.566 0.268 -0.576 0.125
H -15.12036 13.56295 19.94513 0.703 -1.169 0.142 0.119
H -15.03563 11.42385 21.43628 0.059 0.277 -1.004 0.132
H -14.17091 9.30137 20.45602 -0.194 0.415 -0.363 0.122
H -13.57200 9.40874 17.94502 0.547 0.029 0.408 0.088
C -18.29631 10.41361 18.79325 1.673 -0.156 -0.056 -0.100
C -18.78161 9.58501 17.61012 -0.970 -1.049 -0.753 -0.189
C -18.21719 9.78651 16.10972 -0.152 -0.175 1.081 -0.249
C -19.15562 8.90011 15.21442 -0.447 -0.195 -0.303 -0.172
C -18.87007 8.76762 13.70689 0.101 0.897 -0.524 -0.080
C -18.27474 11.26238 15.71407 -1.242 0.463 -0.265 -0.349
O -19.26333 12.00062 15.90160 2.910 -1.713 -0.573 0.071
N -17.11906 11.72359 15.00440 -0.808 2.606 0.530 0.186
C -15.80838 11.21474 15.16195 -1.235 -0.692 0.998 -0.565
O -14.79298 11.92510 14.88010 -0.714 0.178 -0.026 -0.183
N -15.69959 10.00771 15.67190 1.194 -0.527 0.029 0.149
C -16.74887 9.20011 16.03476 -0.867 0.091 0.019 -0.423
O -16.58716 8.02311 16.33410 0.086 0.797 -0.176 0.048
H -19.10596 10.47801 19.55623 0.875 -0.112 -0.406 0.085
H -18.02891 11.44077 18.46307 -0.233 -0.441 0.350 0.067
H -17.34187 9.91884 19.19425 -1.342 0.895 -0.134 0.082
H -19.88625 9.74147 17.60399 0.737 -0.185 -0.606 0.118
H -18.62556 8.48618 17.80867 -0.143 1.099 -0.160 0.125
H -20.22609 9.22215 15.30807 1.053 -0.028 0.243 0.133
H -19.10561 7.89197 15.60841 0.103 -0.042 0.525 0.105
H -19.57765 9.44513 13.19412 0.739 -0.219 -0.210 0.084
H -19.00207 7.78091 13.27783 -0.665 -0.423 0.454 0.069
H -17.83552 8.93586 13.37465 -0.160 0.703 0.449 0.047
H -17.22259 12.76994 14.89932 0.507 -1.602 -0.249 0.172

# 2
111
Properties=species:S:1:pos:R:3:forces:R:3:lowdin_charge:R:1 method="wB97M-V/def2-TZVPD" s2=0.753 homo_energy_ev="-6.9688 / -8.5319" spin_multiplicity=2 e_above_lowest_kj_mol=18.3 gap_ev="7.387 / 8.864" total_energy_ev=-101447.807
Ti -0.39278 0.10323 0.22398 0.593 0.634 -1.365 1.031
O 1.06716 -0.14164 1.37811 0.033 -0.247 0.183 -0.245
C 1.56678 -1.33769 1.90497 -0.233 0.087 -0.042 -0.427
C 0.68319 -2.54152 1.43478 -0.044 -0.065 -0.036 -0.037
C -0.78429 -2.38570 1.72838 -0.153 -0.114 0.278 -0.221
C -1.42819 -3.20234 2.64827 -0.052 0.114 -0.087 0.001
C -2.75230 -2.94755 2.96834 -0.009 -0.015 0.031 -0.026
C -3.42012 -1.89134 2.36862 0.114 0.051 -0.103 0.009
C -2.74899 -1.12175 1.42841 -0.139 -0.256 0.212 -0.210
C -3.40654 0.04447 0.73845 -0.049 -0.060 0.027 -0.050
C -2.84245 1.42053 1.19841 0.166 -0.197 0.225 -0.446
O -1.45758 1.42627 1.03699 -0.131 -0.237 0.102 -0.253
C -3.18241 1.60938 2.68681 -0.081 0.040 -0.064 -0.140
C -2.17610 1.78530 3.62445 0.017 -0.005 -0.005 -0.019
C -2.48956 1.94611 4.96992 0.046 -0.009 -0.024 -0.078
C -3.80869 1.92975 5.38990 -0.022 0.001 0.028 -0.092
C -4.82235 1.76725 4.45344 -0.005 0.005 0.014 -0.080
C -4.50912 1.61549 3.11355 0.004 -0.004 -0.037 -0.033
C -3.44634 2.58238 0.41706 -0.023 0.030 -0.001 -0.148
C -4.55750 2.46731 -0.40366 0.011 0.005 -0.070 -0.031
C -5.07750 3.58431 -1.05320 -0.019 -0.017 -0.007 -0.078
C -4.49756 4.82685 -0.87454 0.007 0.057 0.026 -0.100
C -3.38150 4.94959 -0.05179 -0.015 0.024 0.012 -0.084
C -2.85816 3.83711 0.58029 -0.042 -0.032 0.046 -0.019
N -1.47081 -1.40040 1.12400 -0.137 -0.024 0.284 0.073
C 1.52022 -1.26882 3.43672 0.045 -0.001 0.046 -0.117
C 0.39130 -0.73283 4.05278 -0.060 0.083 -0.013 -0.022
C 0.27927 -0.69120 5.43252 0.054 -0.031 0.018 -0.070
C 1.30728 -1.17933 6.22964 -0.048 0.018 0.023 -0.095
C 2.44113 -1.70069 5.62986 0.027 -0.012 -0.023 -0.082
C 2.54635 -1.74502 4.24416 0.010 -0.096 0.003 -0.014
C 2.99797 -1.51785 1.40158 0.009 -0.044 0.033 -0.155
C 3.57879 -2.76424 1.19287 0.024 -0.040 -0.016 -0.041
C 4.90310 -2.87311 0.79130 0.011 0.011 -0.003 -0.089
C 5.66304 -1.73358 0.58322 0.010 0.009 -0.011 -0.097
C 5.08647 -0.48548 0.77304 0.051 0.012 -0.004 -0.071
C 3.76717 -0.37846 1.18197 -0.028 -0.014 -0.020 -0.011
H 1.01666 -3.45268 1.93170 0.022 0.010 -0.029 0.121
H 0.82565 -2.65843 0.35784 0.019 0.036 0.018 0.106
H -0.87211 -3.99504 3.12795 -0.033 -0.021 0.035 0.122
H -3.25856 -3.55943 3.70351 -0.005 -0.010 0.009 0.113
H -4.44266 -1.64573 2.61786 -0.009 -0.047 0.044 0.119
H -4.47610 -0.01184 0.93976 -0.006 0.018 -0.030 0.115
H -3.26443 -0.05805 -0.34024 0.039 0.017 -0.038 0.111
H -1.14718 1.80166 3.29188 -0.005 0.007 -0.006 0.113
H -1.69062 2.08858 5.68677 -0.001 0.003 0.019 0.102
H -4.05050 2.05387 6.43760 -0.001 0.001 0.003 0.099
H -5.85838 1.77000 4.76754 -0.006 -0.001 0.005 0.101
H -5.30981 1.52002 2.38829 -0.010 0.002 -0.007 0.116
H -5.02801 1.50552 -0.56218 -0.015 -0.002 0.004 0.111
H -5.94086 3.47517 -1.69697 -0.009 -0.003 -0.006 0.103
H -4.90634 5.69715 -1.37130 -0.004 0.003 -0.008 0.101
H -2.91679 5.91669 0.09285 -0.006 0.014 -0.007 0.105
H -1.98448 3.92450 1.21333 0.005 -0.003 0.012 0.126
H -0.40579 -0.31732 3.45074 0.028 -0.016 -0.046 0.094
H -0.61240 -0.27228 5.88187 -0.013 0.004 0.011 0.092
H 1.22528 -1.14403 7.30863 0.007 -0.002 0.001 0.098
H 3.25739 -2.07248 6.23640 -0.005 0.004 0.015 0.100
H 3.44345 -2.15157 3.79472 -0.005 0.013 -0.001 0.111
H 3.00942 -3.67249 1.34150 -0.005 0.002 0.005 0.110
H 5.33577 -3.85196 0.62968 -0.006 -0.015 -0.004 0.103
H 6.69478 -1.81533 0.26495 0.009 -0.008 -0.003 0.100
H 5.66622 0.41281 0.60027 0.005 0.010 0.000 0.102
H 3.31461 0.59334 1.32179 -0.021 0.010 0.006 0.118
C -1.88867 3.38368 -2.96940 -0.072 -0.001 0.050 -0.011
O -2.39323 2.14851 -3.50078 -0.044 0.086 -0.042 -0.018
C -2.09025 1.07184 -2.77218 0.081 -0.249 -0.049 -0.573
O -1.44359 1.12867 -1.72991 -0.103 -0.130 0.093 0.011
N -2.56390 -0.05129 -3.32652 0.239 0.253 0.218 0.050
N -2.40380 -1.31134 -2.68239 -0.064 0.052 -0.050 0.084
H -2.17637 4.14347 -3.68966 -0.012 0.005 0.004 0.100
H -0.80452 3.33689 -2.87657 0.014 0.009 0.008 0.091
H -2.33595 3.58759 -1.99609 0.092 -0.029 -0.136 0.064
H -3.16749 0.00827 -4.12453 -0.084 -0.037 -0.031 0.154
H -1.52998 -1.22298 -2.15286 0.076 0.018 0.113 0.040
H -2.15328 -1.95357 -3.42932 0.014 -0.046 -0.039 0.078
O 0.27844 -0.98658 -1.30130 0.091 0.417 0.159 -0.409
Si 1.50717 -0.64663 -2.31133 -0.204 -0.011 0.260 0.515
C 2.60281 -2.17286 -2.34677 0.004 -0.030 0.081 -0.199
C 3.98226 -2.20300 -2.54487 0.029 0.012 -0.054 -0.084
C 4.68320 -3.40060 -2.57907 0.009 0.019 0.004 -0.095
C 4.01803 -4.60279 -2.40411 0.046 -0.045 -0.007 -0.096
C 2.64863 -4.60098 -2.18478 -0.041 -0.013 0.003 -0.085
C 1.95568 -3.40032 -2.15562 -0.004 0.027 0.018 -0.114
C 2.38733 0.95075 -1.82120 0.038 0.086 -0.087 -0.204
C 1.78554 1.90255 -0.99790 -0.245 0.027 0.136 -0.105
C 2.39274 3.10275 -0.66053 0.135 -0.059 -0.057 -0.065
C 3.65342 3.39276 -1.16258 -0.060 0.040 0.071 -0.084
C 4.26933 2.48797 -2.01301 0.013 -0.023 -0.023 -0.082
C 3.63896 1.29555 -2.33974 0.058 -0.047 -0.044 -0.090
C 0.82639 -0.34639 -4.04115 -0.064 -0.195 -0.093 -0.203
C 0.66622 0.92685 -4.58433 -0.013 0.091 0.057 -0.090
C 0.05303 1.11813 -5.81629 -0.001 0.065 -0.003 -0.085
C -0.41401 0.03102 -6.53578 -0.030 -0.059 -0.033 -0.094
C -0.25735 -1.25112 -6.02244 -0.022 0.045 -0.010 -0.094
C 0.35769 -1.43057 -4.79342 0.041 -0.034 0.008 -0.104
H 4.54102 -1.28340 -2.65415 -0.006 -0.011 -0.010 0.082
H 5.75564 -3.39086 -2.72782 0.013 0.000 -0.002 0.104
H 4.56541 -5.53682 -2.42745 0.002 -0.006 -0.003 0.100
H 2.11963 -5.53397 -2.03350 0.002 -0.010 0.002 0.100
H 0.88872 -3.41138 -1.95866 -0.010 0.013 -0.018 0.096
H 0.77409 1.78179 -0.60974 0.126 0.073 -0.183 0.064
H 1.88083 3.79949 -0.00974 0.000 0.014 0.001 0.110
H 4.14314 4.32267 -0.90335 0.010 0.001 -0.002 0.102
H 5.24339 2.71194 -2.42919 0.007 0.001 -0.007 0.103
H 4.14189 0.63003 -3.03076 -0.027 0.009 0.002 0.091
H 1.01850 1.79250 -4.03301 0.031 -0.002 0.012 0.101
H -0.06105 2.11939 -6.21336 0.000 0.003 0.005 0.104
H -0.89008 0.17688 -7.49729 0.000 0.007 -0.007 0.099
H -0.60439 -2.10844 -6.58583 -0.003 -0.011 -0.014 0.100
H 0.48629 -2.44147 -4.41998 0.026 -0.010 0.037 0.098